# 1
Below is C44H59MoO3SeSi as an isolated structure, with properties calculated with the ωB97M-V functional and the def2-TZVPD basis.

Geometry as XYZ:
```
109
C44H59MoO3SeSi the ωB97M-V functional and the def2-TZVPD basis
Mo 0.796 1.548 -0.137
C -4.658 -3.085 1.678
C -4.744 -1.816 2.544
C -6.167 -1.263 2.473
C -4.413 -2.164 4.006
C -3.713 -0.814 2.039
C -2.354 -1.206 1.973
C -1.453 -0.314 1.473
Se 0.414 -0.769 1.245
C 0.129 -1.768 -0.358
C -0.182 -3.109 -0.310
C -0.503 -3.747 -1.517
C -0.453 -2.994 -2.696
C -0.110 -1.642 -2.781
C 0.169 -1.072 -1.552
O 0.529 0.265 -1.353
C -0.054 -0.877 -4.105
C -0.506 -1.758 -5.273
C 1.397 -0.447 -4.358
C -0.987 0.340 -4.048
C -0.882 -5.222 -1.578
C 0.204 -5.965 -2.376
C -0.989 -5.840 -0.186
C -2.237 -5.363 -2.292
C -1.851 0.974 1.095
O -0.727 1.732 0.725
C -3.148 1.434 1.143
C -4.049 0.468 1.626
C -3.676 2.794 0.688
C -4.638 2.558 -0.489
C -2.590 3.771 0.236
C -4.438 3.435 1.864
H -5.441 -3.779 1.983
H -3.702 -3.602 1.795
H -4.805 -2.856 0.620
H -6.860 -2.022 2.833
H -6.461 -1.012 1.451
H -6.299 -0.383 3.107
H -5.139 -2.887 4.377
H -4.461 -1.280 4.645
H -3.421 -2.610 4.110
H -2.049 -2.191 2.305
H -0.191 -3.653 0.626
H -0.687 -3.501 -3.620
H 0.147 -2.621 -5.415
H -0.466 -1.170 -6.189
H -1.533 -2.108 -5.151
H 2.042 -1.317 -4.492
H 1.810 0.146 -3.539
H 1.448 0.149 -5.271
H -2.009 0.043 -3.802
H -1.009 0.824 -5.024
H -0.667 1.093 -3.324
H 1.187 -5.848 -1.915
H 0.263 -5.612 -3.407
H -0.030 -7.029 -2.404
H -0.035 -5.831 0.347
H -1.289 -6.883 -0.283
H -1.747 -5.341 0.427
H -2.203 -5.018 -3.326
H -3.022 -4.809 -1.771
H -2.524 -6.415 -2.310
H -5.088 0.760 1.679
H -4.133 2.072 -1.327
H -5.025 3.517 -0.835
H -5.491 1.942 -0.203
H -2.098 3.441 -0.684
H -1.847 3.966 1.012
H -3.064 4.724 0.003
H -5.300 2.843 2.170
H -4.809 4.412 1.556
H -3.791 3.572 2.733
C 3.314 5.149 0.881
C 3.979 4.138 1.830
C 3.344 4.244 3.229
C 5.494 4.398 1.909
Si 3.729 2.444 1.168
O 1.936 2.303 0.973
C 4.073 2.316 -0.659
C 3.073 2.371 -1.633
C 3.280 2.459 -2.999
C 4.594 2.454 -3.441
C 5.635 2.369 -2.525
C 5.380 2.304 -1.160
C 4.105 0.966 2.152
C 5.089 0.054 1.754
C 5.393 -1.046 2.546
C 4.718 -1.243 3.743
C 3.725 -0.355 4.147
C 3.419 0.744 3.359
H 3.427 6.157 1.288
H 2.238 4.979 0.770
H 3.771 5.148 -0.110
H 3.487 5.257 3.612
H 3.808 3.562 3.943
H 2.266 4.056 3.215
H 5.664 5.401 2.306
H 5.975 4.355 0.928
H 5.999 3.695 2.577
H 1.992 2.501 -1.361
H 2.460 2.549 -3.697
H 4.801 2.526 -4.501
H 6.658 2.373 -2.877
H 6.219 2.266 -0.474
H 5.631 0.197 0.825
H 6.162 -1.741 2.235
H 4.974 -2.086 4.372
H 3.211 -0.509 5.087
H 2.659 1.440 3.701
```

Results
- LUMO (alpha / beta) (eV) = -12.22 / -12.21
- orbital gap (alpha / beta) (eV) = 4.417 / 4.425
- 2S+1 = 1
- total energy (a.u.) = -4695.8799
- E_HOMO (alpha / beta) (eV) = -16.6 / -16.6
- total charge = +3

---

# 2
Below is C3H7N3O2 in the gas phase, with properties calculated with the ωB97M-V functional and the def2-TZVPD basis.

Geometry as XYZ:
```
15
C3H7N3O2 the ωB97M-V functional and the def2-TZVPD basis
C -0.355 0.457 0.132
C -1.523 -0.414 -0.062
N 0.094 0.513 1.495
N -0.345 1.740 -0.487
C 0.683 -0.877 -0.531
O -0.979 -1.716 0.469
N 1.936 -0.639 -0.418
O -2.376 -0.420 -0.909
H -0.570 -1.527 1.343
H 1.111 0.636 1.477
H -0.354 1.308 1.947
H -0.811 1.687 -1.392
H 0.625 1.997 -0.667
H 2.495 -1.126 -1.121
H 0.369 -1.620 -1.275
```

Results
- LUMO (eV) = 0.43
- energy above the lowest of the compared OMol25 structures with the same formula, charge and spin (kcal/mol) = 89.6
- orbital gap (eV) = 9.933
- 2S+1 = 1
- total energy (a.u.) = -433.1799
- E_HOMO (eV) = -9.5
- SMILES string = [H]/N=C/C(N)(N)C(=O)O

---

# 3
Below is C25H20Cl2N6O11S2Sr as an isolated structure, with properties calculated with the ωB97M-V functional and the def2-TZVPD basis.

Geometry as XYZ:
```
67
C25H20Cl2N6O11S2Sr the ωB97M-V functional and the def2-TZVPD basis
Sr 1.365 -0.011 0.687
O -0.794 0.686 6.751
C -0.713 -0.616 6.591
O -0.964 -1.392 7.491
C -0.304 -1.105 5.243
C -0.246 -2.434 4.868
Cl -0.648 -3.846 5.732
N 0.144 -2.495 3.578
N 0.348 -1.265 3.082
C 0.086 -0.419 4.060
C 0.201 1.057 3.753
O -0.151 1.862 4.646
O 0.615 1.356 2.614
C 0.264 -3.638 2.727
C -0.428 -3.631 1.529
C -0.272 -4.696 0.655
C 0.549 -5.759 0.999
C 1.229 -5.754 2.211
C 1.099 -4.684 3.081
H -0.538 1.198 5.888
H -1.047 -2.784 1.265
H -0.781 -4.657 -0.299
H 0.682 -6.586 0.312
H 1.894 -6.570 2.466
H 1.670 -4.632 3.996
S 3.491 1.675 -0.605
C 2.610 2.467 -1.842
N 3.083 2.677 -3.026
N 2.176 3.294 -3.927
C 1.216 2.511 -4.567
C 0.872 1.228 -4.136
C -0.106 0.510 -4.808
C -0.770 1.044 -5.904
C -0.434 2.325 -6.329
C 0.544 3.050 -5.673
N 1.286 3.007 -1.589
N 0.568 2.363 -0.823
C -0.746 2.934 -0.696
C -1.347 3.594 -1.764
C -2.647 4.052 -1.631
C -3.337 3.861 -0.438
C -2.725 3.205 0.621
C -1.430 2.725 0.492
H 2.721 3.819 -4.593
H 1.367 0.774 -3.289
H -0.335 -0.487 -4.453
H -1.537 0.476 -6.416
H -0.941 2.767 -7.179
H 0.793 4.053 -6.004
H -0.796 3.709 -2.688
H -3.130 4.548 -2.464
H -4.357 4.215 -0.340
H -3.259 3.052 1.550
H -0.938 2.209 1.307
O 4.856 -2.421 1.397
Cl 3.596 -2.041 1.954
O 3.391 -2.688 3.220
O 2.514 -2.395 1.035
O 3.530 -0.595 2.122
C -2.198 -0.058 -2.026
S -1.092 -1.109 -1.122
O -1.591 -2.457 -1.312
O 0.258 -0.873 -1.655
O -1.157 -0.636 0.274
H -2.262 -0.418 -3.050
H -1.823 0.962 -2.009
H -3.171 -0.114 -1.541
```

Results
- LUMO (eV) = 4.15
- energy above the lowest of the compared OMol25 structures with the same formula, charge and spin (kcal/mol) = 19.1
- orbital gap (eV) = 6.988
- 2S+1 = 1
- total energy (a.u.) = -3868.4003
- E_HOMO (eV) = -2.8
- total charge = -2

---

# 4
Below is C30H30ClN2O5PS2Sn as an isolated structure, with properties calculated with the ωB97M-V functional and the def2-TZVPD basis.

Geometry as XYZ:
```
72
C30H30ClN2O5PS2Sn the ωB97M-V functional and the def2-TZVPD basis
Sn 1.711 0.172 -1.977
Cl 9.167 -1.074 -2.851
C 7.493 -1.015 -2.469
C 6.911 -2.058 -1.731
C 5.573 -2.037 -1.440
C 4.740 -0.978 -1.849
O 3.462 -1.042 -1.569
C 5.346 0.113 -2.543
C 4.648 1.305 -2.848
O 3.442 1.565 -2.643
C 6.725 0.051 -2.856
H 7.527 -2.879 -1.399
H 5.121 -2.846 -0.888
H 5.245 2.117 -3.289
H 7.164 0.868 -3.405
O 0.561 3.687 -2.504
S -0.423 2.685 -2.561
O -0.262 1.572 -3.437
O -0.426 1.946 -1.020
C -2.104 3.271 -2.489
C -2.719 4.034 -3.460
C -4.027 4.454 -3.234
C -4.690 4.125 -2.057
C -4.071 3.335 -1.098
C -2.768 2.909 -1.324
P -1.807 1.827 -0.247
C -2.425 0.144 -0.455
C -2.003 -0.559 -1.584
C -2.423 -1.859 -1.786
C -3.293 -2.450 -0.880
C -3.749 -1.735 0.218
C -3.322 -0.434 0.439
C -1.503 2.548 1.369
C -1.268 3.921 1.420
C -0.892 4.494 2.620
C -0.743 3.707 3.753
C -1.012 2.347 3.703
C -1.395 1.764 2.509
H -2.199 4.291 -4.371
H -4.527 5.045 -3.987
H -5.697 4.482 -1.890
H -4.580 3.063 -0.183
H -1.363 -0.079 -2.313
H -2.091 -2.405 -2.657
H -3.632 -3.462 -1.038
H -4.457 -2.187 0.896
H -3.696 0.133 1.280
H -1.383 4.529 0.534
H -0.720 5.558 2.674
H -0.401 4.152 4.673
H -0.927 1.742 4.593
H -1.618 0.711 2.439
C 0.700 -5.385 1.282
C 1.512 -4.168 1.709
N 1.150 -2.964 0.972
C 0.570 -1.867 1.427
S 0.604 -0.405 0.480
N -0.075 -1.765 2.585
C -0.770 -2.759 3.393
C -2.130 -2.214 3.807
H 0.988 -6.239 1.887
H 0.881 -5.634 0.240
H -0.366 -5.222 1.418
H 2.572 -4.355 1.519
H 1.394 -3.982 2.775
H 1.563 -2.878 0.049
H -0.307 -0.809 2.823
H -0.185 -2.991 4.288
H -0.907 -3.666 2.806
H -2.025 -1.323 4.422
H -2.655 -2.959 4.397
H -2.734 -1.987 2.932
```

Results
- LUMO (eV) = -5.86
- energy above the lowest of the compared OMol25 structures with the same formula, charge and spin (kcal/mol) = 16.9
- orbital gap (eV) = 6.644
- 2S+1 = 1
- total energy (a.u.) = -3458.6586
- E_HOMO (eV) = -12.5
- total charge = +2

---

# 5
Below is an isolated ion of composition C5H10NO2 and charge -1, with properties calculated with the ωB97M-V functional and the def2-TZVPD basis.

Geometry as XYZ:
```
18
C5H10NO2 the ωB97M-V functional and the def2-TZVPD basis
O 0.445 0.640 1.828
C 0.613 -0.302 1.031
C -0.215 -0.303 -0.380
C -0.084 1.172 -0.798
C 1.351 1.416 -1.218
N -1.535 -0.750 0.054
C -1.256 -1.815 1.056
O 0.073 -1.626 1.517
H 1.633 -0.722 0.890
H 0.132 -1.142 -1.054
H -0.718 1.527 -1.624
H -0.384 1.747 0.116
H 1.883 1.978 -0.312
H 1.806 0.487 -1.525
H 1.336 2.093 -2.093
H -1.969 0.105 0.365
H -2.073 -1.882 1.774
H -1.038 -2.624 0.375
```

Results
- LUMO (eV) = 4.26
- energy above the lowest of the compared OMol25 structures with the same formula, charge and spin (kcal/mol) = 72.8
- orbital gap (eV) = 7.234
- 2S+1 = 1
- total energy (a.u.) = -401.7108
- E_HOMO (eV) = -3.0
- SMILES string = CC[C@@H]1NCO[C@@H]1[O-]
- total charge = -1

---

Copy entry 3 word for word.
Below is C25H20Cl2N6O11S2Sr as an isolated structure, with properties calculated with the ωB97M-V functional and the def2-TZVPD basis.

Geometry as XYZ:
```
67
C25H20Cl2N6O11S2Sr the ωB97M-V functional and the def2-TZVPD basis
Sr 1.365 -0.011 0.687
O -0.794 0.686 6.751
C -0.713 -0.616 6.591
O -0.964 -1.392 7.491
C -0.304 -1.105 5.243
C -0.246 -2.434 4.868
Cl -0.648 -3.846 5.732
N 0.144 -2.495 3.578
N 0.348 -1.265 3.082
C 0.086 -0.419 4.060
C 0.201 1.057 3.753
O -0.151 1.862 4.646
O 0.615 1.356 2.614
C 0.264 -3.638 2.727
C -0.428 -3.631 1.529
C -0.272 -4.696 0.655
C 0.549 -5.759 0.999
C 1.229 -5.754 2.211
C 1.099 -4.684 3.081
H -0.538 1.198 5.888
H -1.047 -2.784 1.265
H -0.781 -4.657 -0.299
H 0.682 -6.586 0.312
H 1.894 -6.570 2.466
H 1.670 -4.632 3.996
S 3.491 1.675 -0.605
C 2.610 2.467 -1.842
N 3.083 2.677 -3.026
N 2.176 3.294 -3.927
C 1.216 2.511 -4.567
C 0.872 1.228 -4.136
C -0.106 0.510 -4.808
C -0.770 1.044 -5.904
C -0.434 2.325 -6.329
C 0.544 3.050 -5.673
N 1.286 3.007 -1.589
N 0.568 2.363 -0.823
C -0.746 2.934 -0.696
C -1.347 3.594 -1.764
C -2.647 4.052 -1.631
C -3.337 3.861 -0.438
C -2.725 3.205 0.621
C -1.430 2.725 0.492
H 2.721 3.819 -4.593
H 1.367 0.774 -3.289
H -0.335 -0.487 -4.453
H -1.537 0.476 -6.416
H -0.941 2.767 -7.179
H 0.793 4.053 -6.004
H -0.796 3.709 -2.688
H -3.130 4.548 -2.464
H -4.357 4.215 -0.340
H -3.259 3.052 1.550
H -0.938 2.209 1.307
O 4.856 -2.421 1.397
Cl 3.596 -2.041 1.954
O 3.391 -2.688 3.220
O 2.514 -2.395 1.035
O 3.530 -0.595 2.122
C -2.198 -0.058 -2.026
S -1.092 -1.109 -1.122
O -1.591 -2.457 -1.312
O 0.258 -0.873 -1.655
O -1.157 -0.636 0.274
H -2.262 -0.418 -3.050
H -1.823 0.962 -2.009
H -3.171 -0.114 -1.541
```

Results
- LUMO (eV) = 4.15
- energy above the lowest of the compared OMol25 structures with the same formula, charge and spin (kcal/mol) = 19.1
- orbital gap (eV) = 6.988
- 2S+1 = 1
- total energy (a.u.) = -3868.4003
- E_HOMO (eV) = -2.8
- total charge = -2

---

- Look up the total energy of the fourth one.
  -3458.6586 a.u.

---

- The lowest total energy belongs to which entry?
  C44H59MoO3SeSi